A molecular structure, C21H21N5O2S2Te4W at a distorted geometry, computed with the ωB97M-V functional and the def2-TZVPD basis.

XYZ file:
```
56
Properties=species:S:1:pos:R:3:forces:R:3
W 1.595249 -0.385701 -1.205889 0.07 -0.94 1.66
C 0.338388 -2.889868 2.996268 0.35 -2.40 0.22
C 0.979803 -1.871364 2.173601 -0.50 1.41 -2.87
N 0.184945 -1.126066 1.462834 0.75 1.16 -0.17
N 0.824558 -0.017840 0.610209 -0.79 -2.44 1.94
C 1.231242 1.120033 1.141620 0.55 0.31 -1.08
S 2.267676 1.854867 -0.092788 -0.57 -0.43 0.27
S 0.615485 1.905480 2.557131 -0.37 -0.82 0.97
C -0.120342 3.401596 1.855630 0.77 0.53 -0.03
C -1.199954 4.069306 2.721577 1.14 0.20 -0.01
C -1.301242 4.138275 4.121910 -0.67 -1.54 -0.83
C -2.544000 4.560446 4.608469 -1.18 0.80 0.76
C -3.529020 5.140903 3.775691 1.70 -1.45 -1.62
C -3.372655 5.105845 2.339875 1.56 -0.06 5.27
C -2.193926 4.615937 1.913920 0.66 -0.75 -0.46
C 2.443280 -1.734064 2.205773 -1.06 0.07 2.21
C 2.954327 -1.747532 3.509514 0.32 0.91 -0.13
C 4.109888 -1.052078 3.884431 -1.60 -2.44 -0.27
C 4.783085 -0.601391 2.778930 2.16 1.55 1.61
C 4.389192 -0.622507 1.505349 -0.18 -0.15 -0.61
C 3.192291 -1.198700 1.217606 -0.04 -0.23 -3.99
O 2.893475 -1.338997 -0.111594 0.62 -0.05 1.27
H -0.677197 -3.135697 2.770208 -0.53 0.04 -0.87
H 0.940483 -3.833548 3.040630 -0.44 0.64 -0.39
H 0.263382 -2.629643 4.006848 0.14 0.89 1.72
H 0.819805 3.970063 1.654234 -1.17 0.38 0.06
H -0.607412 3.192797 0.891506 0.51 -0.24 0.36
H -0.616694 3.551239 4.760185 -0.26 0.69 -0.36
H -2.849404 4.398027 5.682841 0.73 0.41 -1.16
H -4.446338 5.449149 4.177983 -1.11 0.40 0.64
H -4.108725 5.463800 1.753065 -2.24 1.06 -2.08
H -1.997355 4.485903 0.883777 -0.16 0.17 -1.11
H 2.310372 -2.246856 4.178049 -0.30 -0.24 1.26
H 4.425467 -1.136859 4.923380 0.35 0.48 -0.43
H 5.710161 -0.103229 2.839346 1.21 0.55 0.92
H 5.003974 -0.150548 0.772155 0.06 0.01 -0.61
Te -8.016577 -3.051672 -5.728527 0.56 -0.57 2.21
Te -8.390648 -2.755193 -8.132501 -0.47 0.50 -2.51
Te -4.645460 -4.781507 -7.925518 0.09 0.10 -0.44
Te -6.085045 -5.093653 -5.780201 -0.22 -0.06 0.71
N 2.114877 2.995250 -6.741716 -0.72 -0.37 0.06
C 1.639377 2.196211 -6.038655 1.38 0.95 0.15
N 1.298676 1.262164 -5.221949 -1.12 -1.12 -0.21
C 1.269071 0.877732 -4.043501 0.85 0.95 -0.59
N 1.336215 0.473120 -2.943554 -0.71 0.76 -1.43
C 0.380699 -3.867108 -3.373113 0.33 -0.12 -0.18
C 0.142398 -2.351988 -3.151851 0.60 0.58 -1.35
C -1.372721 -2.021312 -3.287784 0.95 -1.04 0.65
O 0.790004 -2.040066 -1.864480 -1.58 0.71 -1.61
H -0.556658 -4.461736 -3.402740 0.52 0.43 -0.27
H 0.956660 -4.233124 -2.529783 -0.06 0.00 0.35
H 1.048465 -4.105488 -4.227448 -0.77 0.27 0.10
H 0.555298 -1.711021 -4.008181 0.36 -1.08 1.27
H -1.772817 -2.537165 -2.431861 -0.98 -0.04 0.32
H -1.812781 -2.420388 -4.221550 0.48 -0.01 0.46
H -1.591297 -0.974232 -3.249357 0.03 0.68 0.23
```
Positions in Å, forces in eV/Å.

For the orbital gap (spin up / spin down), the calculation gives 5.33 / 4.34 eV. The max |F| is 5.49 eV/Å. The spin multiplicity is 3. As for the total energy: -86330.4478 eV. As for the highest occupied orbital energy (spin up / spin down): -0.0646 / -0.0578 Ha. As for the net charge: -2. Its LUMO energy (spin up / spin down) is 0.1314 / 0.1017 Eh. Its expectation value of S² is 2.18. The energy relative to the best compared isomer or geometry (same formula, charge and spin) comes out at 46.3 kcal per mole.

A molecular structure, C11H20F9O7RbS2 at a distorted geometry, computed with the ωB97M-V functional and the def2-TZVPD basis.

XYZ file:
```
50
Properties=species:S:1:pos:R:3:forces:R:3
Rb -3.411916 -2.487607 2.322344 0.56 0.89 -0.39
F -2.023703 -0.250192 1.320823 -0.46 -0.99 0.08
O 2.505996 -0.384977 0.300768 0.12 0.68 -0.39
S 2.172683 -1.765463 0.349417 -0.23 -0.13 0.65
O 2.490173 -2.643613 -0.714647 0.21 -0.44 -0.56
O 2.857643 -2.385513 1.637134 -0.07 0.11 0.11
C 2.877497 -1.535982 2.818812 0.13 0.24 0.19
C 2.385016 -2.347897 3.989675 0.11 -0.12 0.08
C 0.475268 -1.930414 0.760387 -0.16 0.22 0.18
H 2.282228 -0.631241 2.682647 -0.06 -0.13 -0.21
H 3.906681 -1.198897 2.936354 0.02 -0.11 0.10
H 2.373764 -1.750114 4.901524 0.06 0.09 -0.05
H 3.032634 -3.209667 4.155959 -0.10 -0.04 0.00
H 1.366151 -2.693716 3.809756 0.01 -0.05 -0.02
H 0.250764 -1.341089 1.650078 0.03 -0.05 0.01
H 0.277282 -2.991570 0.893250 -0.08 -0.01 -0.05
H -0.124864 -1.491794 -0.028358 0.07 -0.06 -0.09
O 2.238770 3.781812 1.196149 0.22 0.09 -0.13
S 1.232602 2.828761 1.548085 -0.30 -0.01 -0.27
O 1.548273 1.733244 2.398622 -0.03 -0.10 0.29
O 0.049744 3.608519 2.265419 -0.09 -0.02 0.16
C -0.471852 4.786539 1.611154 -0.07 -0.02 -0.20
C -0.627287 5.878759 2.639116 -0.17 0.21 -0.15
C 0.421988 2.266996 0.087545 -0.04 0.03 0.06
H -1.421134 4.511599 1.143224 -0.03 -0.03 0.18
H 0.201300 5.089346 0.807227 0.12 0.07 0.15
H -1.078462 6.762639 2.179138 0.10 -0.05 -0.06
H 0.346394 6.156589 3.037654 -0.02 -0.02 0.10
H -1.293209 5.577111 3.445985 0.11 -0.14 0.07
H -0.487930 1.730122 0.364482 0.16 -0.15 0.10
H 1.119042 1.633969 -0.455908 0.01 -0.08 0.06
H 0.176418 3.148319 -0.500780 0.02 -0.01 -0.08
C -2.137501 -1.007024 -2.130736 -0.41 -0.21 0.47
C -1.225366 0.134467 -2.551129 -0.18 0.06 -0.20
C -1.264049 0.545058 -4.027218 -0.42 0.43 0.19
F -0.955069 -0.479532 -4.836613 0.18 -0.16 -0.18
F -2.529519 0.960098 -4.324509 0.17 -0.17 -0.02
F -1.622346 1.234906 -1.854109 0.12 -0.09 0.01
F 0.075502 -0.097867 -2.260339 0.06 -0.08 0.13
O -2.131605 -2.119287 -3.013935 0.16 0.11 -0.31
C -1.352069 -3.170923 -2.680617 -0.38 0.10 -0.25
C -1.221453 -4.049368 -3.921024 0.84 -0.61 0.43
F -0.423172 -5.113118 -3.597460 -0.32 0.25 -0.11
F -2.425463 -4.517356 -4.265953 -0.29 -0.05 -0.24
F -0.133007 -2.804694 -2.273316 0.23 0.01 0.16
F -1.917817 -3.875000 -1.656757 0.09 -0.04 0.15
H -3.161376 -0.640552 -2.126011 0.05 0.17 -0.07
H -1.909764 -1.324489 -1.111998 0.12 0.36 0.12
H -0.575291 1.377799 -4.188856 0.02 -0.06 -0.06
H -0.738594 -3.507697 -4.732456 -0.20 0.10 -0.13
```
Positions in Å, forces in eV/Å.

For the orbital gap, the calculation gives 8.09 eV. The max |F| is 1.12 eV/Å. The spin multiplicity is 1. As for the total energy: -72846.8430 eV. As for the highest occupied orbital energy: -0.3416 Ha. As for the net charge: 0. Its LUMO energy is -0.0444 Eh.

A single C5H8O3 molecule at a distorted geometry, computed with the ωB97M-V functional and the def2-TZVPD basis.

XYZ file:
```
16
Properties=species:S:1:pos:R:3:forces:R:3
O 0.870633 0.513894 -2.342413 -0.28 4.61 6.70
C 0.886396 1.200378 -1.173595 0.50 -1.59 -5.31
C 1.197739 0.500512 0.117962 -0.78 1.70 -0.76
C -0.022694 0.754549 1.069949 4.25 -2.76 3.04
C -1.170266 -0.000707 0.597655 -1.82 1.45 -0.47
O -2.219078 0.583009 0.762253 -1.18 -0.77 -0.34
C -1.137952 -1.399589 0.011405 -0.79 -2.01 -1.96
O 0.114358 -1.930708 -0.496496 0.22 1.43 -3.33
H 0.765327 2.478511 -0.982108 0.03 -3.57 -1.33
H 2.052656 1.003562 0.459012 1.19 1.32 0.92
H 1.602132 -0.474518 -0.064857 -0.82 -0.70 0.20
H 0.317288 0.186930 2.110073 -0.82 1.22 -2.33
H -0.197740 1.786452 1.433867 -0.18 -0.61 -0.93
H -1.482860 -1.996183 0.910952 0.67 0.09 -1.04
H -1.918715 -1.659720 -0.860230 1.15 1.40 2.27
H 0.342776 -1.546371 -1.553430 -1.35 -1.22 4.66
```
Positions in Å, forces in eV/Å.

For the orbital gap, the calculation gives 9.65 eV. The max |F| is 8.14 eV/Å. The spin multiplicity is 1. As for the total energy: -11453.2788 eV. As for the highest occupied orbital energy: -0.3570 Ha. As for the net charge: 0. Its LUMO energy is -0.0024 Eh. The energy relative to the best compared isomer or geometry (same formula, charge and spin) comes out at 97.8 kcal per mole. As for the SMILES: O=CCCC(=O)CO.